a) This record from the OMol25 dataset describes an isolated ion of composition C9H15N2O and charge +1. The level of theory is the ωB97M-V functional and the def2-TZVPD basis.

```
27
Properties=species:S:1:pos:R:3:lowdin_charge:R:1
C 1.917 -0.490 1.716 -0.1015
C 0.528 -0.211 1.397 -0.1631
C 0.049 0.747 0.561 -0.1339
C 1.012 1.670 -0.276 -0.1363
C 1.023 1.595 -1.876 -0.0214
C -1.421 1.121 0.375 -0.3216
O -1.743 2.142 -0.168 0.1459
C -2.490 0.106 0.820 -0.0630
C -2.430 -1.208 0.248 -0.0518
N -1.408 -1.688 -0.294 0.1598
C -0.168 -1.912 -0.556 -0.1746
N 0.293 -1.729 -1.755 0.1971
H 2.474 -0.918 0.835 0.0949
H 2.208 -1.101 2.653 0.1124
H 2.523 0.465 2.021 0.1280
H -0.178 -0.659 2.072 0.1086
H 0.675 2.608 0.039 0.0936
H 1.954 1.581 0.074 0.0526
H 1.993 1.845 -2.198 0.0574
H 0.302 2.304 -2.203 0.0603
H 0.697 0.510 -2.072 0.0567
H -3.494 0.556 0.771 0.1460
H -2.362 -0.163 1.947 0.1823
H -3.322 -1.795 0.057 0.1555
H 0.365 -2.363 0.151 0.1193
H -0.268 -1.212 -2.485 0.1767
H 1.268 -1.801 -1.854 0.1200
```

HOMO in eV: -13.21
Frontier orbital gap in eV: 9.4
Charge: +1



b) This record from the OMol25 dataset describes a 2-piece molecular cluster, C9H15N2O overall. The level of theory is the ωB97M-V functional and the def2-TZVPD basis.

```
27
Properties=species:S:1:pos:R:3:lowdin_charge:R:1
C 0.102 -0.722 3.855 -0.0157
C 1.354 -1.241 4.195 -0.1043
C 1.317 -1.198 1.928 -0.0391
C 0.084 -0.704 2.416 -0.1944
C -1.083 -0.188 1.663 -0.1714
C -2.186 1.578 -1.959 -0.0064
C 0.391 1.610 -1.673 -0.0051
C 0.705 -0.793 -2.817 -0.0566
C -0.895 0.913 -2.196 -0.2421
N 1.979 -1.515 3.048 -0.0035
N -0.617 -0.233 -2.762 0.0651
O -1.088 0.005 0.440 -0.0350
H -0.730 -0.437 4.478 0.1071
H 1.923 -1.300 5.129 0.1302
H 1.668 -1.177 0.970 0.0873
H -1.995 2.573 -1.590 0.0845
H -2.918 1.568 -2.801 0.1157
H -2.874 1.346 -1.104 0.1245
H 0.139 2.412 -0.915 0.1177
H 0.953 2.012 -2.449 0.0731
H 0.886 0.745 -1.069 0.1079
H 0.921 -1.362 -1.886 0.1136
H 0.838 -1.574 -3.652 0.1358
H 1.492 -0.096 -3.019 0.0820
H 3.006 -1.793 2.953 0.2046
H -2.014 0.225 2.145 0.1393
H -1.358 -0.654 -3.327 0.1853
```

HOMO in eV: -11.48
Frontier orbital gap in eV: 7.8
Charge: +1



Need the numbers? Relative energies in eV: a) 1.425; b) 0.000.



a) This record from the OMol25 dataset describes one molecule with the formula C4H7FN2O. The level of theory is the ωB97M-V functional and the def2-TZVPD basis.

```
15
Properties=species:S:1:pos:R:3:lowdin_charge:R:1
C 2.043 0.996 -0.267 -0.0519
C 0.622 0.602 0.226 -0.3011
C 0.039 1.286 1.253 -0.0791
F 1.004 1.639 2.177 -0.0560
N -0.194 -0.280 -0.612 0.0580
C -0.891 -1.194 0.019 -0.3281
N -1.700 -2.023 -0.533 -0.1016
O -1.691 -1.933 -1.987 -0.1092
H 2.975 0.306 -0.060 0.1042
H 2.256 2.066 0.266 0.1217
H 1.833 1.015 -1.337 0.0573
H -0.873 1.379 1.722 0.0849
H -1.042 -1.211 1.194 0.1679
H -2.852 -1.822 -0.070 0.2651
H -1.527 -0.826 -1.990 0.1679
```

HOMO in eV: -8.78
Frontier orbital gap in eV: 8.9



b) This record from the OMol25 dataset describes one molecule with the formula C4H7FN2O. The level of theory is the ωB97M-V functional and the def2-TZVPD basis.

```
15
Properties=species:S:1:pos:R:3:lowdin_charge:R:1
H 2.836 0.351 1.400 0.0512
N 2.437 0.499 0.448 0.1273
C 1.197 0.152 0.432 -0.4111
N 0.390 -0.345 1.437 0.0471
C -0.912 -0.800 0.987 -0.1167
C -0.739 -0.794 -0.543 -0.2673
F -1.925 -0.561 -1.182 0.0237
C 0.311 0.309 -0.787 -0.2657
O -0.283 1.581 -0.869 0.0210
H 0.764 -0.619 2.341 0.1443
H -1.707 -0.109 1.286 0.1212
H -1.166 -1.766 1.415 0.1195
H -0.331 -1.727 -0.852 0.1453
H 0.880 0.171 -1.721 0.1619
H -0.627 1.821 -0.006 0.0984
```

HOMO in eV: -9.34
Frontier orbital gap in eV: 10.0



c) This record from the OMol25 dataset describes a 2-piece molecular cluster, C4H7FN2O overall. The level of theory is the ωB97M-V functional and the def2-TZVPD basis.

```
15
Properties=species:S:1:pos:R:3:lowdin_charge:R:1
F 0.687 -0.188 -0.688 -0.0058
C -0.291 0.371 -1.459 -0.3343
C -1.460 0.987 -0.767 -0.0952
C -0.410 1.859 -1.397 -0.0982
H -0.400 -0.175 -2.384 0.1425
H -1.494 0.929 0.309 0.1039
H -2.423 0.909 -1.245 0.0966
H -0.642 2.399 -2.303 0.0955
H 0.272 2.375 -0.738 0.1034
N 1.415 -3.073 2.851 0.0102
N 1.261 -2.773 1.510 0.0160
C 0.421 -2.807 0.664 -0.3422
O -0.189 -2.814 -0.325 0.1377
H 2.277 -2.626 3.155 0.0828
H 1.508 -4.082 2.969 0.0871
```

HOMO in eV: -9.14
Frontier orbital gap in eV: 9.9



Need the numbers? Relative energies in eV: a) 5.060; b) 0.000; c) 2.108.



a) This record from the OMol25 dataset describes a 2-piece molecular cluster, CN2O3S overall. The level of theory is the ωB97M-V functional and the def2-TZVPD basis.

```
7
Properties=species:S:1:pos:R:3:lowdin_charge:R:1
C -1.470 -0.742 0.081 -0.2926
N -2.278 -1.530 0.236 0.1181
N 1.932 -0.410 -0.754 0.1100
O 2.584 -0.300 0.182 0.0858
O 0.178 0.863 1.274 -0.3608
O -0.755 1.568 -0.934 -0.3457
S -0.191 0.552 -0.085 0.6851
```

HOMO (alpha / beta) in eV: -10.40 / -10.35
Frontier orbital gap (alpha / beta) in eV: 8.3 / 7.9



b) This record from the OMol25 dataset describes one molecule with the formula CN2O3S. The level of theory is the ωB97M-V functional and the def2-TZVPD basis.

```
7
Properties=species:S:1:pos:R:3:lowdin_charge:R:1
C 0.098 0.671 0.317 -0.0516
N -0.122 -0.532 -0.268 -0.4507
N 1.015 0.959 1.018 -0.0862
O 0.795 -1.346 0.247 -0.0925
O -2.286 -0.027 -1.676 -0.5005
O 1.863 1.329 1.703 0.1619
S -1.363 -1.055 -1.341 1.0195
```

HOMO (alpha / beta) in eV: -9.70 / -9.74
Frontier orbital gap (alpha / beta) in eV: 8.0 / 7.9



Need the numbers? Relative energies in eV: a) 0.000; b) 2.500.